Entry 1:
The following is a quantum chemistry calculation of C13H26N2O3 as an isolated structure at a distorted geometry, from OMol25.

As for the largest force on an atom: 18.0 eV/Å. The calculation puts the energy relative to the best compared isomer or geometry (same formula, charge and spin) at 332.69 kcal/mol. As for the HOMO-LUMO gap: 9.3 eV. As for the net charge: 0. For the HOMO energy, the calculation gives -8.6503 eV.

Element x y z (Å)
O: 3.28205 1.83545 0.42648
O: -0.45223 -0.94590 2.24471
O: 1.48806 1.80069 -0.73736
N: 0.21882 0.07396 0.34059
N: -1.83639 -1.54990 -1.04349
C: 2.51777 -0.80802 0.89664
C: -4.56161 0.14264 -1.17905
C: -0.59585 -0.71247 1.12733
C: 3.08377 -1.32076 -0.31649
C: -2.79349 0.47061 0.56874
C: -4.27178 0.33870 0.29204
C: 3.91464 3.06003 -0.08486
C: -2.08654 -0.74605 0.31802
C: -4.80732 1.81736 0.52149
C: 2.06333 1.44077 0.14880
C: 4.02020 -2.23501 0.03643
C: 2.07404 -1.55425 -1.23281
C: 1.54778 0.42601 0.83553
H: -1.36103 -2.26127 -1.05111
H: -2.63165 -1.61083 1.11457
H: -5.54428 -0.08166 -1.37187
H: 1.45881 0.88797 1.93525
H: -2.25537 1.32961 -0.34186
H: 1.40309 -0.89168 -1.61695
H: -4.23041 0.99173 -2.14660
H: -1.34282 -0.63217 -1.49700
H: 3.55268 -3.25922 0.43947
H: 3.58763 -0.55718 -0.77214
H: 4.15942 2.68266 -1.20380
H: 3.34725 4.00482 -0.26902
H: 4.66881 -2.77095 -0.83033
H: 3.35682 -0.61067 1.64311
H: -2.51918 0.79157 1.47690
H: -4.11163 -0.84034 -1.33820
H: 4.78776 -1.94086 0.83972
H: 2.05302 -1.56422 1.53140
H: 4.92179 3.32178 0.36429
H: 0.04347 0.49414 -0.34142
H: 2.51267 -2.23687 -2.30347
H: -4.61333 -0.57950 0.86316
H: -4.76877 1.99943 1.74941
H: -4.56941 2.51890 -0.11490
H: 1.39255 -2.45876 -0.49914
H: -6.10315 1.73970 0.57780

Cartesian forces, eV/Å:
O 2.7 1.9 2.7
O 1.2 -2.0 4.8
O -5.5 5.5 -9.6
N 5.7 -8.4 14.7
N -7.1 16.5 0.2
C -0.3 2.1 5.3
C 2.9 -0.2 -2.6
C -3.9 4.1 -6.9
C -0.8 4.6 0.0
C 0.4 1.9 -7.7
C 0.0 3.7 -0.9
C 1.0 -1.3 -4.3
C 3.3 -9.4 3.6
C -6.7 -6.0 8.9
C 6.0 1.4 1.6
C 6.0 -9.2 1.0
C -2.4 -10.1 -3.2
C -1.9 -5.7 7.5
H 7.0 -9.3 0.8
H 1.2 2.2 -2.3
H -2.7 0.1 -0.2
H 0.0 -1.4 -1.8
H -1.7 -2.0 2.7
H -1.4 2.2 -0.5
H -0.6 -2.4 3.5
H -1.2 -3.7 0.2
H 0.5 2.1 -0.4
H 2.0 2.8 -1.0
H -0.2 1.3 2.3
H -0.3 -1.2 0.9
H -1.4 1.7 1.5
H -0.8 0.6 -1.1
H 0.7 1.4 3.4
H 0.5 0.3 -1.2
H -1.3 -0.1 -1.3
H -0.7 -0.4 -0.6
H -1.6 -1.0 0.2
H -4.4 7.6 -13.4
H -1.3 2.0 3.2
H -0.4 1.6 -0.3
H 0.7 0.4 -3.3
H 1.8 3.5 -3.1
H 1.2 2.2 -2.8
H 3.5 0.3 -0.8

Mulliken population analysis, charges in e, atoms 1 to 4: -0.34, -0.53, -0.55, -0.03

=====

Entry 2:
The following is a quantum chemistry calculation of C34H41ClN4P2Tc as an isolated structure at a distorted geometry, from OMol25.

As for the largest force on an atom: 4.2 eV/Å. As for the HOMO-LUMO gap (spin up / spin down): 4.8 / 4.0 eV. As for the net charge: +2. Its expectation value of S² is 4.23. The multiplicity is 4. For the HOMO energy (spin up / spin down), the calculation gives -12.1052 / -12.8680 eV.

Element x y z (Å)
Tc: 0.56441 1.18549 -1.21424
Cl: -1.76519 3.26456 3.11174
P: -1.73604 -1.29505 -0.30786
P: 1.76154 -0.83762 -0.50933
N: 2.27035 -1.71803 0.97766
N: -3.41923 0.06115 -0.89944
N: -2.74913 -2.46201 0.36729
N: 3.54406 -0.46600 -0.91289
C: -0.79592 2.32790 5.43699
C: -4.26359 -3.17440 1.92598
C: 0.91663 -2.21354 -1.45621
C: -1.24365 2.01304 4.16317
C: -1.32722 1.78455 -2.88975
C: 2.35838 -3.11832 1.10443
C: 5.57327 0.56072 -1.08229
C: -0.70134 0.53127 -3.02400
C: -0.62136 -0.33518 4.54019
C: 0.17006 3.86373 -2.68692
C: 0.88661 1.66928 0.76778
C: -1.18078 0.66217 3.65229
C: 3.83076 -2.20102 2.56591
C: -4.10178 -2.41952 0.76757
C: -5.37288 1.02836 -1.64874
C: -1.61416 0.39816 2.35548
C: -2.05888 -3.17671 1.39406
C: 4.25228 0.72222 -0.66347
C: 5.71541 -0.80475 -1.48062
C: -0.93481 3.10840 -3.44896
C: 1.78239 1.75718 -2.70902
C: 3.18949 -1.16930 1.89829
C: 4.46674 -1.41055 -1.35576
C: 3.33335 -3.43411 2.03923
C: -2.96221 -3.64451 2.31621
C: -0.21550 0.00533 5.82193
C: 1.16549 2.90420 -2.04999
C: 0.30387 0.17107 -4.08183
C: -3.48172 1.37726 -0.45161
C: -0.66423 -2.44482 -1.30705
C: -4.59791 -0.14429 -1.59736
C: 1.48783 1.14570 -4.10395
C: -0.31183 1.32248 6.28538
C: -4.66002 2.01095 -0.91029
H: -4.83159 -1.90050 0.17514
H: 3.64242 -4.42824 2.30444
H: 0.69572 4.55453 -3.35445
H: 2.37736 0.55557 -4.38469
H: -0.81914 -3.46419 -0.90440
H: -0.01348 1.57312 7.30280
H: -1.09047 -2.47799 -2.32915
H: -0.80304 3.36856 5.74399
H: 3.30159 -0.09979 2.00033
H: 4.57303 -2.09809 3.34440
H: 3.75753 1.58939 -0.23787
H: -2.39471 1.02763 1.92140
H: -1.83521 3.73709 -3.44224
H: 0.14780 2.47972 0.95559
H: 1.14151 -2.04135 -2.52517
H: -6.31975 1.15454 -2.16908
H: 0.54273 0.87531 1.45801
H: -1.30792 -0.53703 1.85903
H: 4.12597 -2.41273 -1.60032
H: -0.26961 4.53815 -1.93612
H: 1.89132 2.01947 1.07314
H: 1.47107 -3.13995 -1.21869
H: 1.83350 3.45837 -1.38518
H: -5.17658 -3.38630 2.47120
H: -0.16549 0.02073 -5.07231
H: -4.84133 -1.11546 -2.01078
H: -2.33087 1.74143 -2.47499
H: 0.70051 -0.81478 -3.82251
H: -0.98783 -3.29407 1.34238
H: -2.69474 1.82376 0.13805
H: -4.95551 3.03180 -0.70233
H: 6.35116 1.31714 -1.09240
H: -1.37796 -0.31324 -2.80973
H: 1.70300 -3.76307 0.54557
H: -0.52534 -1.36586 4.16882
H: -2.71989 -4.24319 3.19422
H: 0.21282 -0.75676 6.47714
H: -0.63604 3.05717 -4.50273
H: 1.36853 1.90779 -4.87941
H: 2.84930 1.71355 -2.48169
H: 6.61605 -1.29761 -1.83936

Cartesian forces, eV/Å:
Tc -3.1 0.3 2.9
Cl -0.2 0.5 -0.2
P 0.4 1.3 0.3
P 3.9 -0.7 0.5
N -0.7 0.7 -0.3
N -0.6 -0.3 -0.4
N -0.7 -0.1 0.9
N -1.3 -0.8 -0.2
C -0.1 -0.1 -0.2
C 0.8 0.6 -1.0
C 0.5 -0.3 -0.3
C 0.5 -1.3 0.5
C 1.4 -1.4 0.4
C 0.8 -0.1 0.5
C -1.3 -0.5 0.6
C -2.4 0.0 -1.0
C -0.1 0.6 -0.6
C -0.3 -0.3 0.4
C -0.2 -0.2 0.8
C 0.4 0.5 1.2
C -0.7 0.7 -0.9
C 0.2 -0.7 1.2
C 0.4 2.3 0.9
C -0.4 -0.9 0.0
C -0.5 -0.7 0.1
C 0.3 0.1 -0.8
C -1.1 -0.5 -0.1
C -0.2 0.9 -0.7
C 1.8 1.2 -1.0
C 0.1 -0.9 0.3
C 0.6 0.4 -0.4
C -1.2 0.8 -0.8
C 0.3 0.6 -0.5
C 0.1 -0.2 -0.1
C 0.8 0.9 -1.7
C 0.6 -0.2 0.2
C 0.5 -1.5 -0.5
C 0.4 -0.4 -0.6
C 1.5 -0.3 0.5
C 0.4 -0.2 0.2
C -0.2 0.1 -0.3
C -1.6 -1.4 -1.2
H 0.0 0.0 0.1
H -0.1 -0.1 0.1
H 0.1 -0.2 -0.1
H -0.3 0.4 0.0
H -0.1 0.5 -0.1
H 0.0 -0.1 -0.3
H 0.2 -0.1 0.3
H -0.1 -0.2 0.1
H 0.0 -0.1 -0.1
H -0.1 0.1 -0.1
H 0.1 -0.2 -0.2
H 0.6 -0.3 0.0
H 0.2 -0.1 -0.1
H 0.2 0.0 -0.5
H -0.1 0.2 0.6
H 0.3 -0.1 0.2
H 0.5 0.2 -0.2
H -0.4 0.6 0.7
H 0.3 0.2 0.1
H 0.1 -0.4 0.0
H -0.4 -0.2 -0.2
H -0.6 0.3 -0.1
H 0.1 -0.3 0.1
H 0.1 0.1 -0.4
H 0.0 0.4 0.4
H 0.1 0.1 0.0
H 0.3 0.1 0.4
H -0.1 0.1 -0.2
H 0.0 -0.1 0.0
H 0.1 -0.1 0.0
H 0.1 -0.2 -0.1
H -0.3 -0.2 0.2
H 0.3 0.4 0.1
H 0.2 -0.1 0.0
H -0.1 0.5 0.2
H -0.1 0.2 -0.4
H -0.2 0.2 -0.2
H -0.1 -0.4 0.1
H 0.0 0.1 0.3
H -0.2 -0.3 0.0
H -0.3 0.2 0.1

Mulliken population analysis, charges in e, atoms 1 to 4: -0.29, -0.18, 0.53, 0.33